Below is a cluster of 5 separate species, C8H12BrCl12O5P in total in a non-equilibrium geometry, with properties calculated with ωB97M-V/def2-TZVPD.

Calculated values
HOMO energy: -0.3546 hartree
Kohn-Sham gap: 9.99 eV
calculated total energy: -9125.9198 Ha
LUMO energy: 0.34 eV
SMILES: O=C(OCCCO)OP(O)Br.ClC(Cl)Cl.ClC(Cl)Cl.ClC(Cl)Cl.ClC(Cl)Cl

Each line ends with the Löwdin charge.
CARTESIAN COORDINATES (ANGSTROEM)
O  -0.234  2.886  -3.446  0.126
C  0.547  2.034  -3.076  -0.668
O  0.925  1.074  -3.905  0.059
C  1.525  -0.135  -3.407  -0.159
C  2.986  -0.200  -3.792  -0.146
C  3.697  -1.314  -3.077  -0.285
O  5.077  -1.342  -3.436  -0.092
O  1.076  2.071  -1.816  -0.250
P  -0.059  1.564  -0.659  0.534
O  -0.807  0.323  -1.393  -0.343
Br  1.262  0.554  0.869  0.290
H  1.026  -0.932  -3.939  0.134
H  1.350  -0.318  -2.359  0.097
H  3.457  0.752  -3.578  0.130
H  3.039  -0.332  -4.864  0.122
H  3.266  -2.277  -3.339  0.125
H  3.677  -1.171  -2.010  0.018
H  5.114  -1.462  -4.384  0.080
H  -1.384  0.632  -2.103  0.080
Cl  -2.392  0.794  4.233  0.517
C  -3.273  0.933  2.714  -1.548
Cl  -4.218  2.419  2.667  0.517
Cl  -2.164  0.858  1.335  0.500
H  -3.953  0.096  2.643  -0.021
Cl  -1.167  -0.644  7.311  0.515
C  -2.587  -1.664  7.557  -1.549
Cl  -3.896  -1.187  6.477  0.504
Cl  -2.179  -3.365  7.337  0.525
H  -2.925  -1.528  8.575  0.010
Cl  6.922  -0.277  1.342  0.532
C  6.119  -0.491  -0.215  -1.523
Cl  4.377  -0.243  -0.054  0.526
Cl  6.796  0.598  -1.422  0.550
H  6.288  -1.507  -0.543  0.017
Cl  -8.101  -0.286  2.119  0.530
C  -7.499  0.503  0.660  -1.535
Cl  -8.081  2.164  0.560  0.534
Cl  -5.735  0.459  0.612  0.535
H  -7.874  -0.039  -0.196  0.011


Below is a cluster of 11 separate species, C4H32N2O10P in total, with properties calculated with ωB97M-V/def2-TZVPD.

Calculated values
HOMO energy: -0.4747 hartree
Kohn-Sham gap: 9.69 eV
charge: +1
calculated total energy: -1374.5730 Ha
LUMO energy: -3.23 eV

Each line ends with the Löwdin charge.
CARTESIAN COORDINATES (ANGSTROEM)
N  4.272  1.057  0.922  -0.256
P  2.930  1.526  1.524  0.742
C  1.631  1.821  0.270  -0.384
C  0.987  0.563  -0.303  -0.145
C  -0.082  0.135  0.718  -0.149
C  -0.419  1.413  1.494  -0.090
N  0.428  2.514  0.875  0.059
H  4.573  0.130  1.204  0.000
H  2.264  0.696  2.446  0.032
H  2.951  2.771  2.183  0.007
H  2.040  2.465  -0.509  0.139
H  0.453  0.883  -1.201  0.128
H  1.695  -0.192  -0.633  0.130
H  0.245  -0.622  1.424  0.116
H  -0.940  -0.200  0.145  0.079
H  -0.058  1.324  2.518  0.115
H  -1.458  1.719  1.573  0.141
H  -0.068  3.001  0.128  0.183
H  0.719  3.202  1.575  0.141
O  -2.535  -1.570  2.055  -0.045
H  -2.286  -2.497  1.974  0.070
H  -1.894  -1.187  2.666  0.002
O  -2.868  -0.830  -0.689  -0.086
H  -3.139  -0.813  0.240  0.007
H  -3.390  -1.548  -1.072  0.027
O  -2.833  -3.704  -1.593  -0.064
H  -1.935  -3.466  -1.332  0.022
H  -2.866  -3.457  -2.527  0.005
O  -3.106  -4.232  -4.746  -0.052
H  -3.816  -4.496  -5.351  0.011
H  -2.315  -4.575  -5.175  0.037
O  6.577  0.541  3.078  -0.068
H  7.287  0.727  2.454  0.042
H  5.802  0.970  2.699  -0.026
O  3.027  5.436  1.329  -0.052
H  3.725  4.784  1.199  0.051
H  3.453  6.119  1.864  0.083
O  -4.533  -5.223  -7.090  -0.044
H  -5.375  -5.421  -7.513  0.056
H  -3.864  -5.625  -7.654  0.053
O  -0.277  -3.574  -3.092  -0.044
H  -0.972  -3.958  -3.637  0.010
H  -0.265  -2.644  -3.343  0.046
O  0.388  5.948  1.430  -0.048
H  1.341  5.807  1.322  -0.025
H  -0.065  5.131  1.222  -0.007
O  -1.695  -0.488  4.688  -0.054
H  -2.640  -0.298  4.687  0.054
H  -1.360  -0.135  5.519  0.051


Below is a structure of composition C29H22BCl5IN8O2Ti in a non-equilibrium geometry, with properties calculated with ωB97M-V/def2-TZVPD.

Calculated values
HOMO energy (alpha / beta): -0.2740 / -0.3164 hartree
Kohn-Sham gap (alpha / beta): 6.79 / 7.60 eV
2S+1: 2
calculated total energy: -5179.9758 Ha
LUMO energy (alpha / beta): -0.66 / -1.01 eV

Each line ends with the Löwdin charge.
CARTESIAN COORDINATES (ANGSTROEM)
Ti  0.090  -0.414  0.157  0.908
C  -0.678  -3.824  -2.469  -0.040
C  -0.216  -2.504  -2.430  -0.167
N  -0.779  -1.840  -1.426  -0.026
N  -1.599  -2.710  -0.804  -0.019
C  -1.561  -3.907  -1.412  -0.074
B  -2.450  -2.282  0.408  -0.505
N  -1.624  -2.216  1.720  -0.023
C  -1.625  -3.068  2.754  -0.074
C  -0.957  -2.473  3.808  -0.041
C  -0.571  -1.227  3.313  -0.121
N  -0.975  -1.074  2.054  -0.008
N  -2.903  -0.842  0.139  -0.025
C  -4.159  -0.386  0.072  -0.054
C  -4.117  0.945  -0.289  -0.041
C  -2.759  1.221  -0.419  -0.204
N  -2.021  0.141  -0.153  -0.054
H  -0.408  -4.598  -3.167  0.097
H  0.480  -2.018  -3.095  0.089
H  -2.176  -4.726  -1.074  0.125
H  -3.380  -3.019  0.535  0.124
H  -2.101  -4.032  2.682  0.127
H  -0.775  -2.878  4.788  0.097
H  -0.050  -0.438  3.830  0.114
H  -4.992  -1.034  0.285  0.125
H  -4.938  1.623  -0.439  0.097
H  -2.321  2.151  -0.730  0.057
C  1.250  -4.645  1.055  -0.001
C  2.161  -3.915  0.116  -0.254
N  3.197  -4.554  -0.386  0.132
C  4.023  -3.900  -1.218  -0.093
C  3.847  -2.599  -1.619  -0.143
C  4.819  -1.973  -2.584  -0.206
O  5.446  -0.797  -2.083  -0.058
C  2.739  -1.882  -1.099  -0.082
C  2.494  -0.530  -1.472  -0.019
N  1.415  0.177  -1.192  -0.042
C  1.526  1.544  -1.581  -0.374
C  2.559  2.315  -1.041  -0.039
C  2.716  3.645  -1.380  -0.061
C  1.846  4.240  -2.279  -0.074
C  0.841  3.486  -2.861  -0.159
C  0.692  2.150  -2.525  -0.641
I  -0.688  1.017  -3.639  0.985
C  1.897  -2.560  -0.191  -0.287
O  0.909  -1.938  0.404  -0.207
H  1.616  -5.659  1.193  0.083
H  0.236  -4.671  0.653  0.070
H  1.205  -4.135  2.020  0.078
H  4.873  -4.474  -1.574  0.113
H  4.306  -1.662  -3.497  0.129
H  5.568  -2.718  -2.867  0.118
H  5.883  -1.011  -1.253  0.099
H  3.257  -0.038  -2.067  0.134
H  3.213  1.855  -0.310  0.129
H  3.520  4.217  -0.936  0.112
H  1.964  5.283  -2.542  0.109
H  0.177  3.932  -3.589  0.091
Cl  2.934  -1.257  2.487  0.757
C  2.188  0.302  2.574  -0.678
C  1.228  0.719  1.625  -0.242
C  0.819  2.039  1.823  -0.670
Cl  -0.329  2.651  0.690  0.804
C  1.242  2.887  2.837  -0.710
Cl  0.679  4.511  2.930  0.686
C  2.143  2.402  3.772  -0.715
Cl  2.664  3.395  5.075  0.685
C  2.625  1.106  3.630  -0.717
Cl  3.764  0.508  4.774  0.674


Below is a structure of composition C2H3LiNaO2 in a non-equilibrium geometry, with properties calculated with ωB97M-V/def2-TZVPD.

Calculated values
HOMO energy: -0.3921 hartree
Kohn-Sham gap: 6.18 eV
charge: +1
calculated total energy: -398.0270 Ha
LUMO energy: -4.49 eV

Each line ends with the Löwdin charge.
CARTESIAN COORDINATES (ANGSTROEM)
H  -2.166  -0.091  1.830  0.261
O  -1.749  -1.181  1.364  -0.085
C  -2.254  -0.843  0.185  -0.224
C  -3.064  0.298  0.383  -0.409
O  -3.437  1.338  -0.375  -0.445
Na  -2.249  1.182  -2.189  0.818
Li  -4.850  2.374  -0.143  0.841
H  -1.659  -1.241  -0.655  0.123
H  -3.840  0.024  1.126  0.121


Below is a cluster of 2 separate species, Cl2H2NOP in total in a non-equilibrium geometry, with properties calculated with ωB97M-V/def2-TZVPD.

Calculated values
HOMO energy (alpha / beta): -0.3523 / -0.3523 hartree
Kohn-Sham gap (alpha / beta): 7.00 / 7.00 eV
calculated total energy: -1392.9075 Ha
LUMO energy (alpha / beta): -2.58 / -2.58 eV

Each line ends with the Löwdin charge.
CARTESIAN COORDINATES (ANGSTROEM)
N  1.397  0.665  0.744  -0.142
O  -0.066  0.328  -1.345  -0.280
P  0.287  -0.191  0.073  0.238
Cl  0.274  -2.123  0.142  0.458
Cl  -2.806  0.474  0.427  -0.379
H  1.902  0.025  1.374  0.008
H  -0.988  0.823  -1.415  0.097


Below is a cluster of 7 separate species, C4H22NO9 in total in a non-equilibrium geometry, with properties calculated with ωB97M-V/def2-TZVPD.

Calculated values
HOMO energy (alpha / beta): -0.1010 / -0.3553 hartree
Kohn-Sham gap (alpha / beta): 3.04 / 9.71 eV
2S+1: 2
calculated total energy: -897.3707 Ha
LUMO energy (alpha / beta): 0.29 / 0.04 eV

Each line ends with the Löwdin charge.
CARTESIAN COORDINATES (ANGSTROEM)
O  1.666  0.103  2.531  0.035
C  1.302  1.055  1.839  -0.496
O  1.396  2.337  2.260  0.059
C  0.683  0.765  0.487  -0.159
C  -0.065  1.931  -0.122  -0.349
C  -0.890  2.869  0.911  -0.020
O  0.934  2.729  -0.823  -0.052
N  -0.504  -0.313  0.526  0.205
H  1.780  2.924  1.595  0.113
H  1.385  0.400  -0.290  0.125
H  -0.816  1.762  -0.907  0.110
H  -1.551  3.551  0.364  0.081
H  -0.320  3.423  1.620  0.054
H  -1.549  2.190  1.443  0.061
H  0.675  3.650  -0.835  0.080
H  -0.120  -1.084  1.068  0.092
H  -0.777  -0.545  -0.423  0.085
H  -1.327  0.128  0.996  0.085
H  1.836  -1.338  -2.187  0.011
H  1.053  -0.109  -2.847  0.045
O  1.201  -0.631  -2.060  -0.057
H  -2.802  0.090  -1.684  0.006
H  -3.439  0.853  -0.447  0.054
O  -2.623  0.681  -0.924  -0.088
H  -2.448  -2.176  -2.741  0.049
H  -3.602  -1.153  -3.045  0.053
O  -3.008  -1.493  -2.373  -0.065
H  2.069  -3.697  -2.048  -0.002
H  1.067  -3.595  -3.235  0.040
O  1.859  -3.211  -2.857  -0.073
H  2.648  -4.262  -0.188  0.050
H  1.558  -3.586  0.703  0.021
O  1.754  -3.881  -0.189  -0.104
H  -2.892  -0.555  3.406  0.075
H  -2.081  -1.659  2.795  0.016
O  -2.304  -0.738  2.599  -0.138